Below is C4H17ClNO4Zr as an isolated structure at a distorted geometry, with properties calculated with ωB97M-V/def2-TZVPD.

The HOMO-LUMO gap comes out at 3.381 eV. Its total charge is +3.

Geometry as XYZ:
```
28
Properties=species:S:1:pos:R:3:forces:R:3
Zr -2.25026 1.55754 -1.33235 -1.5 17.3 3.0
Cl -1.37897 -0.16246 -0.75443 2.1 -6.7 3.5
C 2.13754 1.14848 -0.54885 0.4 -0.4 0.6
C 1.74694 -0.29842 -0.14375 2.0 0.3 -0.2
C 0.83019 -0.40617 1.13915 1.8 -0.1 0.2
O 1.27239 0.39763 2.18055 0.3 -0.3 -1.6
C 0.32103 0.55083 3.16782 -0.9 -0.1 2.0
N 1.20358 -0.89380 -1.31610 -1.4 1.7 -0.6
H 1.22450 1.72485 -0.69808 -0.4 0.4 0.2
H 2.69796 1.18488 -1.48304 -0.1 -0.3 0.0
H 2.78247 1.58906 0.21143 -0.3 0.2 0.1
H 2.64813 -0.87665 0.06024 0.2 0.3 0.3
H 0.96894 -1.45124 1.41601 -0.4 -0.3 0.2
H -0.20780 -0.20675 0.87285 0.2 0.2 0.8
H 0.80819 0.90522 4.07622 0.0 0.3 -0.2
H -0.18511 -0.36519 3.47253 0.3 -0.6 -0.2
H -0.51818 1.19947 2.91661 0.0 0.7 -0.4
H 0.95301 -1.87123 -1.36023 1.5 -0.8 -0.2
H 0.26726 -0.51561 -1.29684 1.3 0.0 -1.1
O -3.46592 0.66507 -0.49793 -11.2 -5.9 5.6
H -3.49206 -0.26167 -0.25986 -0.5 -1.3 0.8
H -4.38397 0.90797 -0.61811 -2.3 0.6 0.4
O -1.18532 1.13689 -2.59633 7.7 -1.7 -12.0
H -1.19192 1.48489 -3.48800 0.2 0.9 -2.0
H -0.46097 0.51121 -2.58825 1.9 -1.3 -0.5
O -0.11453 -2.60516 -0.45802 -1.3 -1.1 0.5
H -0.43245 -3.24624 0.17772 0.0 -0.9 0.2
H -0.59466 -1.80339 -0.25096 0.3 -1.2 0.6
```
Forces are in eV/Å.